A structure of composition C14H8F9N2O5PtS3Sb, computed with ωB97M-V with the def2-TZVPD basis set.

```
43
Properties=species:S:1:pos:R:3:forces:R:3:nbo_charge:R:1
Pt 0.201457 0.345465 -0.280132 -0.456 0.094 0.468 1.069
N -1.588184 1.537276 2.100548 0.500 -0.396 -0.197 -0.706
C -1.533482 0.671654 3.148972 -0.415 0.756 0.132 -0.226
C -0.734322 -1.004752 2.773882 0.357 -0.753 -0.196 0.887
O -1.090970 -1.712127 3.672186 -0.016 0.279 -0.040 -0.543
O -0.054090 -0.965374 1.777569 -0.102 0.436 0.222 -0.645
H -0.682183 1.913764 1.803271 -0.194 0.068 0.018 0.437
H -2.250627 1.361835 1.356804 -0.038 0.133 0.073 0.395
H -2.497629 0.348806 3.525120 0.052 -0.185 -0.082 0.213
H -0.836529 0.985003 3.921407 0.112 -0.168 -0.059 0.228
S 2.346224 3.574329 -3.522485 -0.532 -0.571 0.195 -0.894
Sb 0.761386 1.916842 -3.235649 0.733 1.302 -2.074 0.943
S 1.837408 0.056677 -1.981690 -1.025 0.038 1.522 -0.418
S -0.475757 2.490478 -1.191523 0.431 -1.676 1.178 -0.398
O -1.463543 -2.722391 0.423631 -0.012 -0.188 -0.205 -0.549
C -1.476172 -2.316583 -0.710583 0.001 -0.333 0.408 0.654
N -1.227401 -1.010452 -1.136678 1.709 1.710 0.387 -0.664
C -1.513763 -0.889330 -2.477559 -0.195 0.220 -0.818 0.647
O -1.447354 0.117322 -3.144616 -0.235 -0.250 0.104 -0.574
C -1.941991 -2.225032 -2.988601 0.000 -0.337 0.406 -0.054
C -2.324771 -2.636024 -4.246666 -0.031 0.061 -0.069 -0.197
C -2.602966 -3.988488 -4.422359 0.002 0.108 -0.058 -0.202
C -2.490107 -4.885323 -3.366352 -0.010 -0.036 0.097 -0.208
C -2.129707 -4.454221 -2.092311 -0.023 -0.073 0.139 -0.169
C -1.866730 -3.111467 -1.924129 -0.017 0.313 -0.362 -0.135
H -2.401482 -1.931211 -5.063678 0.037 0.023 0.002 0.232
H -2.907432 -4.343450 -5.398578 0.027 -0.043 0.002 0.211
H -2.687878 -5.936116 -3.535655 -0.016 0.003 -0.008 0.211
H -2.045276 -5.147593 -1.265926 -0.024 0.018 0.026 0.228
F 3.388005 0.150551 2.487849 -0.189 0.068 0.028 -0.307
C 3.049110 1.374478 2.898019 0.100 -0.209 0.145 0.957
F 4.179437 1.986678 3.301174 -0.111 -0.036 -0.144 -0.323
F 2.275808 1.226749 3.990567 0.014 -0.014 -0.084 -0.327
C 2.280881 2.161754 1.786752 0.635 0.369 0.011 0.033
O 1.205544 1.464131 1.396238 -0.863 -0.717 -1.040 -0.835
C 1.807670 3.524099 2.401265 -0.127 0.247 -0.010 0.957
F 2.762155 4.208312 3.053261 -0.133 -0.167 -0.005 -0.318
F 0.814446 3.306442 3.287086 -0.026 -0.004 -0.078 -0.331
F 1.313737 4.329640 1.455156 0.056 -0.165 0.031 -0.308
C 3.281011 2.481539 0.629883 -0.042 0.119 -0.519 0.968
F 4.073184 3.534203 0.904967 0.037 -0.096 0.145 -0.324
F 4.083769 1.442540 0.362194 -0.024 -0.007 0.111 -0.316
F 2.609121 2.769383 -0.472648 0.053 0.060 0.200 -0.296
```
Positions in Å, forces in eV/Å.

Values from the calculation:
2S+1 = 2
energy above the lowest of the compared OMol25 structures with the same formula, charge and spin = 82.8 kcal per mole
<S²> = 0.7583
charge = -1

=====

An isolated molecule of C14H8N6O3, computed with ωB97M-V with the def2-TZVPD basis set.

```
31
Properties=species:S:1:pos:R:3:forces:R:3:nbo_charge:R:1
O 1.595117 -1.996540 -0.418586 -1.437 1.168 -0.261 -0.589
C 0.974109 -0.928746 -0.289901 2.710 -2.672 -0.202 0.658
C 1.705852 0.226070 0.220994 0.637 1.940 0.741 -0.180
C 3.119047 0.384292 0.427070 -1.287 -2.915 -0.760 -0.213
C 3.605129 1.481313 1.062029 1.713 -0.011 -2.029 0.215
C 2.841940 2.576719 1.320397 -1.897 1.129 2.323 0.277
C 1.501241 2.440953 1.255730 -0.154 2.480 0.295 -0.257
C 1.018079 1.334072 0.602373 -5.364 0.068 -1.267 0.180
N -0.384820 1.440740 0.216804 0.730 -1.652 0.575 -0.461
C -1.026666 0.396207 -0.279940 2.159 2.110 0.821 0.380
C -2.394048 0.655086 -0.597954 0.484 -0.534 -0.462 -0.190
C -3.172652 -0.309907 -1.039966 1.378 -2.644 1.112 -0.180
C -2.571452 -1.682688 -0.997375 0.640 0.115 -1.715 -0.145
C -3.510647 -2.817168 -1.189698 3.953 1.134 -0.479 0.307
N -3.066482 -4.010648 -1.441119 -1.688 -1.425 1.039 -0.307
N -4.218960 -4.796003 -1.287820 0.749 0.843 -1.322 -0.051
N -5.230795 -4.036402 -1.129485 -1.737 -2.027 0.758 -0.057
N -4.812559 -2.806309 -1.022231 0.861 1.899 0.012 -0.359
C -1.164009 -1.912884 -0.987599 -4.233 0.124 0.557 0.098
N -0.409049 -0.858221 -0.566205 0.527 2.226 0.493 -0.417
O 3.524154 3.659231 1.848540 0.528 -2.229 -0.925 -0.458
C 4.896514 3.182707 1.677873 0.377 2.161 0.233 0.232
O 4.900054 1.921964 1.167485 0.582 -2.373 -0.890 -0.471
H 3.536630 -0.523879 -0.000254 1.459 0.445 0.511 0.265
H 0.893585 3.294569 1.596841 -0.088 -0.769 -0.524 0.245
H -2.731952 1.638635 -0.490702 -0.179 1.345 0.171 0.240
H -4.197935 -0.119333 -1.248794 -0.660 -0.144 -0.315 0.211
H -5.279025 -1.936836 -0.814828 -1.027 -0.693 0.023 0.423
H -0.771725 -2.908954 -1.208119 0.246 0.580 0.426 0.283
H 5.436969 3.105425 2.593582 0.040 0.578 1.175 0.161
H 5.394357 3.906533 1.020858 -0.022 -0.256 -0.113 0.160
```
Positions in Å, forces in eV/Å.

Values from the calculation:
2S+1 = 1
energy above the lowest of the compared OMol25 structures with the same formula, charge and spin = 0.0 kcal per mole
SMILES = O=c1c2cc3c(cc2nc2ccc(-c4nnn[nH]4)cn12)OCO3
charge = 0

=====

An isolated molecule of C14H8N6O4, computed with ωB97M-V with the def2-TZVPD basis set.

```
32
Properties=species:S:1:pos:R:3:forces:R:3:nbo_charge:R:1
C -0.531354 1.101320 -1.229274 0.105 0.261 -0.316 -0.190
C -0.363841 1.118427 -2.679795 0.700 1.038 -2.616 0.238
N -0.183284 1.348098 -3.812617 -0.414 -0.756 2.535 -0.239
N 0.799700 1.362890 -0.562135 0.130 -0.379 -0.281 -0.256
C 0.868930 2.092081 0.582893 -0.674 -0.320 -0.290 0.096
C 2.039683 2.144161 1.303700 0.496 -0.070 0.335 -0.220
C 3.174707 1.476277 0.848559 -0.264 -0.072 -0.154 -0.092
C 3.102731 0.823915 -0.377812 0.037 -0.229 -0.159 -0.232
C 1.919345 0.781513 -1.081235 -0.646 0.105 0.572 0.103
H -1.223773 1.912823 -0.978066 0.424 0.293 0.081 0.338
H -0.037957 2.617219 0.900574 0.192 -0.393 -0.188 0.269
H 2.059020 2.664347 2.256505 -0.104 0.037 -0.246 0.256
H 4.101054 1.440311 1.426552 -0.385 0.142 -0.154 0.249
H 3.944703 0.280455 -0.781297 0.077 0.121 -0.018 0.254
H 1.799320 0.276940 -2.038004 0.039 0.051 0.266 0.260
N -0.170922 -3.990562 3.265117 -0.422 2.094 -1.869 -0.325
C -0.433684 -3.152085 2.483824 -0.334 -1.078 1.311 0.281
C -0.864083 -2.162248 1.510817 -0.071 1.016 0.235 -0.325
C -1.494828 -0.929776 1.763228 1.505 -2.357 0.528 -0.063
C -1.727037 0.015261 0.770346 -0.762 1.293 -0.574 -0.113
N -2.400016 1.180262 1.172083 0.654 0.353 1.166 0.485
O -2.710943 1.332334 2.379590 0.054 0.062 -1.795 -0.445
O -2.533998 2.104477 0.317562 -0.425 -0.487 0.715 -0.525
C -1.388811 -0.081453 -0.732392 -1.793 -1.350 0.791 -0.245
C -0.940790 -1.507972 -0.883147 0.514 -0.588 -3.130 -0.035
N -0.781937 -2.174921 -2.092821 0.756 0.378 3.691 0.408
O -0.893082 -1.823851 -3.237130 -0.044 -0.441 -0.288 -0.376
O -0.253566 -3.500498 -1.719251 -0.301 0.926 -0.672 -0.191
N -0.155267 -3.617163 -0.336767 -1.578 3.036 -0.627 -0.108
C -0.631901 -2.417774 0.114166 1.392 -3.224 0.708 0.202
H -1.734012 -0.736127 2.807107 -0.178 0.377 -0.425 0.268
H -2.354107 0.021317 -1.360878 1.322 0.160 0.867 0.275
```
Positions in Å, forces in eV/Å.

Values from the calculation:
2S+1 = 1
E = -31768.356 eV
charge = 0